# 1
66
Properties=species:S:1:pos:R:3 method="wB97M-V/def2-TZVPD" homo_energy_ha=-0.4116 charge=+1 fmax_ev_per_a=0.6
Ru -0.12 0.10 0.01
C -3.80 -1.95 1.26
C -2.58 -1.39 1.61
N -1.87 -1.09 0.53
N -2.64 -1.45 -0.54
C -3.80 -1.97 -0.11
B -2.12 -1.38 -2.01
N -0.71 -2.02 -1.98
C -0.22 -3.04 -2.70
C 0.98 -3.43 -2.15
C 1.17 -2.58 -1.06
N 0.14 -1.74 -0.97
N -2.06 0.14 -2.27
C -2.73 0.94 -3.12
C -2.73 2.22 -2.61
C -2.03 2.14 -1.42
N -1.62 0.88 -1.22
N -2.99 -2.17 -2.95
C -3.35 -3.48 -2.82
C -4.01 -3.84 -3.96
C -4.00 -2.68 -4.75
N -3.39 -1.68 -4.15
H -4.58 -2.29 1.93
H -2.24 -1.22 2.61
H -4.53 -2.31 -0.82
H -0.76 -3.42 -3.55
H 1.63 -4.22 -2.47
H 1.97 -2.56 -0.34
H -3.19 0.51 -4.00
H -3.19 3.09 -3.04
H -1.82 2.91 -0.70
H -3.09 -4.04 -1.94
H -4.44 -4.80 -4.18
H -4.42 -2.53 -5.73
C -0.15 -0.45 3.18
N -0.09 0.53 2.08
C 0.36 1.70 2.42
C 0.59 2.62 1.40
C 1.12 3.90 1.27
C 1.18 4.14 -0.10
C 0.69 3.01 -0.75
N 0.32 2.09 0.16
C -1.19 -0.13 4.24
C -1.11 -0.80 5.45
C -2.04 -0.56 6.45
C -3.06 0.36 6.25
C -3.14 1.04 5.04
C -2.21 0.79 4.04
H 0.83 -0.44 3.66
H -0.25 -1.45 2.76
H 0.57 1.90 3.46
H 1.42 4.56 2.07
H 1.52 5.04 -0.58
H 0.61 2.82 -1.81
H -0.31 -1.51 5.62
H -1.96 -1.09 7.40
H -3.78 0.55 7.03
H -3.93 1.76 4.88
H -2.29 1.32 3.10
Cl 4.46 -1.39 -1.12
C 3.79 0.21 -0.71
C 2.32 0.09 -0.45
O 1.47 0.45 -1.32
O 1.87 -0.34 0.65
H 3.97 0.88 -1.54
H 4.29 0.56 0.19

***

# 2
60
Properties=species:S:1:pos:R:3 method="wB97M-V/def2-TZVPD" homo_energy_ha=-0.1358 charge=-1 fmax_ev_per_a=0.3
Os -0.35 -1.26 -0.73
Br -5.62 -5.90 -0.24
C -4.56 -4.34 -0.07
C -4.99 -3.27 0.71
Br -6.64 -3.36 1.62
C -4.18 -2.13 0.82
Br -4.71 -0.65 1.86
C -2.95 -2.03 0.18
O -2.18 -0.97 0.24
C -2.52 -3.14 -0.62
O -1.36 -3.02 -1.22
C -3.33 -4.25 -0.73
Br -2.68 -5.65 -1.83
N 1.19 -1.90 -2.09
C 2.52 -1.60 -1.67
C 3.47 -2.59 -1.53
C 4.76 -2.28 -1.13
C 5.08 -0.95 -0.87
C 4.11 0.03 -0.99
C 2.81 -0.26 -1.39
C 1.79 0.82 -1.53
C 2.25 2.01 -2.10
C 1.43 3.11 -2.16
C 0.19 3.04 -1.54
C -0.28 1.88 -0.95
C 0.45 0.65 -1.05
H 1.06 -2.91 -2.18
H 1.00 -1.49 -3.00
H 3.20 -3.62 -1.76
H 5.51 -3.06 -1.03
H 6.08 -0.69 -0.55
H 4.36 1.06 -0.75
H 3.25 2.04 -2.52
H 1.76 4.03 -2.64
H -0.42 3.94 -1.52
H -1.47 1.06 0.57
C 3.76 -1.13 2.61
C 2.32 -1.56 2.89
C 1.48 -1.45 1.70
N 0.81 -1.35 0.76
H 4.36 -1.22 3.52
H 3.79 -0.09 2.27
H 4.20 -1.74 1.83
H 1.89 -0.95 3.68
H 2.30 -2.60 3.24
C -2.72 4.18 -0.22
C -2.01 3.13 0.64
C -3.05 2.65 1.66
C -0.85 3.75 1.42
C -1.57 1.87 -0.15
H -3.08 5.00 0.40
H -3.58 3.73 -0.72
H -2.09 4.61 -1.00
H -3.43 3.49 2.24
H -2.62 1.92 2.35
H -3.89 2.16 1.16
H -1.22 4.51 2.10
H -0.10 4.20 0.77
H -0.35 2.98 2.01
H -2.41 1.54 -0.78

***

# 3
61
Properties=species:S:1:pos:R:3 method="wB97M-V/def2-TZVPD" homo_energy_ha="-0.5245 / -0.5292" multiplicity=5 charge=+2 fmax_ev_per_a=1.2
Mn -0.22 0.11 -0.66
F 5.28 3.59 3.78
C 4.34 2.85 3.24
C 4.33 1.48 3.44
F 5.27 0.91 4.18
C 3.34 0.72 2.86
F 3.38 -0.59 3.09
C 2.34 1.28 2.08
P 1.09 0.17 1.38
C 2.00 -1.06 0.38
C 2.21 -0.73 -0.97
C 2.85 -1.62 -1.83
C 3.28 -2.84 -1.35
C 3.08 -3.18 -0.01
C 2.44 -2.30 0.85
C 0.32 -0.66 2.78
C 0.23 0.01 3.99
C -0.44 -0.58 5.06
C -1.03 -1.83 4.90
C -0.95 -2.49 3.69
C -0.29 -1.91 2.62
C 2.36 2.66 1.90
Br 1.02 3.58 0.95
C 3.35 3.44 2.47
F 3.38 4.75 2.31
H 2.00 0.27 -1.34
H 3.03 -1.34 -2.86
H 3.78 -3.53 -2.01
H 3.43 -4.13 0.37
H 2.29 -2.57 1.89
H 0.69 0.98 4.12
H -0.50 -0.07 6.01
H -1.54 -2.29 5.74
H -1.41 -3.46 3.57
H -0.23 -2.43 1.67
C -1.58 3.63 -4.36
N -0.97 3.76 -3.02
C -0.53 5.11 -2.57
C -0.71 2.70 -2.31
N -0.48 1.75 -1.69
H -0.85 3.90 -5.12
H -2.43 4.30 -4.42
H -1.91 2.61 -4.52
H 0.26 5.47 -3.21
H -0.19 5.07 -1.55
H -1.39 5.78 -2.63
O -1.21 -1.61 -0.53
C -1.76 -0.86 -1.31
C -3.10 -3.41 -2.55
C -3.81 -2.22 -1.91
C -5.20 -2.00 -2.51
C -3.00 -0.93 -2.09
H -3.67 -4.32 -2.39
H -2.10 -3.58 -2.14
H -3.00 -3.26 -3.63
H -3.92 -2.40 -0.84
H -5.13 -1.77 -3.58
H -5.74 -1.19 -2.02
H -5.80 -2.91 -2.41
H -2.71 -0.79 -3.14
H -3.56 -0.03 -1.83

***

# 4
84
Properties=species:S:1:pos:R:3 method="wB97M-V/def2-TZVPD" homo_energy_ha=-0.3508 fmax_ev_per_a=1.3
C 1.10 3.94 2.98
C 0.11 3.95 2.10
C 0.04 3.08 0.86
N 0.36 3.96 -0.29
C 1.07 2.02 0.89
N 1.78 1.18 1.21
C -1.38 2.45 0.53
C -1.23 1.86 -0.80
N -1.18 1.43 -1.86
C -2.40 3.63 0.46
O -3.02 3.79 1.71
C -4.27 4.45 1.62
C -1.88 1.39 1.53
Cl -1.00 1.17 3.00
C -2.98 0.66 1.32
C -3.87 0.73 0.12
Cl -3.49 -0.51 2.49
H 1.27 4.82 3.59
H 1.73 3.08 3.15
H -0.71 4.65 2.25
H 1.20 3.64 -0.75
H 0.46 4.92 0.01
H -1.86 4.55 0.23
H -3.10 3.49 -0.35
H -4.21 5.31 0.96
H -4.52 4.78 2.63
H -5.06 3.76 1.31
H -4.71 0.05 0.22
H -3.32 0.42 -0.76
H -4.27 1.73 -0.05
F 3.23 -2.58 5.60
C 2.98 -1.50 4.83
F 3.94 -0.58 5.09
C 1.61 -0.89 5.15
F 1.60 -0.42 6.42
F 1.51 0.18 4.32
C 0.36 -1.75 4.90
O -0.23 -2.39 6.01
C 0.14 -3.64 6.44
F 0.99 -4.23 5.59
F -0.98 -4.40 6.48
C 0.69 -3.60 7.87
F 1.78 -2.81 7.94
F 1.05 -4.85 8.23
H 3.04 -1.78 3.78
H -0.39 -1.04 4.58
H 0.51 -2.44 4.07
H -0.07 -3.23 8.55
F 2.00 0.99 -3.67
C 2.31 1.57 -2.49
F 1.83 2.84 -2.53
C 3.82 1.61 -2.25
F 4.41 2.38 -3.18
F 3.96 2.25 -1.05
C 4.56 0.27 -2.11
O 5.27 -0.20 -3.24
C 4.69 -0.99 -4.20
F 3.45 -1.39 -3.85
F 5.44 -2.10 -4.31
C 4.70 -0.31 -5.57
F 4.02 0.85 -5.53
F 4.11 -1.13 -6.46
H 1.79 1.04 -1.69
H 5.34 0.47 -1.38
H 3.92 -0.50 -1.68
H 5.73 -0.12 -5.88
F -1.32 -4.47 -3.78
C -1.25 -3.82 -2.61
F -1.49 -4.71 -1.62
C -2.29 -2.70 -2.52
F -3.54 -3.23 -2.54
F -2.12 -2.14 -1.28
C -2.19 -1.54 -3.52
O -3.07 -1.56 -4.64
C -2.74 -2.18 -5.81
F -1.47 -2.61 -5.84
F -2.87 -1.26 -6.80
C -3.73 -3.31 -6.14
F -3.72 -4.24 -5.17
F -3.35 -3.89 -7.30
H -0.24 -3.41 -2.48
H -2.52 -0.66 -2.96
H -1.16 -1.33 -3.81
H -4.74 -2.90 -6.24

***

# 5
105
Properties=species:S:1:pos:R:3 method="wB97M-V/def2-TZVPD" homo_energy_ha=-0.4457 charge=+1 fmax_ev_per_a=2.8
C -2.24 3.85 1.96
C -2.95 3.17 0.77
C -4.09 2.24 1.21
N -3.84 0.83 0.80
C -4.74 -0.15 1.07
N -6.05 -0.14 1.07
C -6.86 -1.31 1.46
C -7.33 -2.14 0.31
N -7.33 -3.39 0.46
C -6.79 1.02 0.70
Cl -7.63 1.74 2.03
C -6.82 1.53 -0.53
C -6.06 0.92 -1.66
Cl -7.73 2.95 -0.83
N -4.14 -1.38 1.42
N -3.36 -2.02 0.36
C -3.30 -3.44 0.71
C -2.64 -4.31 -0.33
O -3.74 -3.86 1.76
C -3.94 -1.87 -0.99
C -3.13 -1.05 -1.96
O -4.97 -2.41 -1.30
C -3.12 -0.86 2.37
C -2.63 0.37 1.59
N -1.41 0.22 0.83
H -1.17 3.70 1.90
H -2.57 3.45 2.92
H -2.44 4.91 1.98
H -3.38 3.96 0.18
H -2.25 2.61 0.17
H -4.29 2.32 2.28
H -4.99 2.61 0.74
H -6.37 -1.92 2.21
H -7.74 -0.88 1.93
H -7.67 -1.68 -0.62
H -7.70 -3.86 -0.37
H -6.25 1.49 -2.55
H -6.36 -0.10 -1.87
H -5.00 1.02 -1.46
H -3.38 -4.53 -1.10
H -2.35 -5.25 0.13
H -1.81 -3.81 -0.81
H -2.93 -1.73 -2.79
H -2.18 -0.75 -1.56
H -3.71 -0.24 -2.37
H -2.37 -1.58 2.63
H -3.72 -0.49 3.19
H -2.36 1.06 2.39
H -0.90 -0.60 1.10
H -0.83 1.04 0.91
C 0.96 1.01 -2.69
Cl 1.99 1.79 -3.88
Cl 1.79 -0.38 -2.00
Cl 0.59 2.18 -1.40
Cl -0.55 0.48 -3.45
C 4.52 -0.42 -6.34
Cl 5.60 -1.47 -7.24
Cl 2.84 -0.81 -6.74
Cl 4.76 -0.68 -4.60
Cl 4.84 1.26 -6.80
C -1.61 -5.86 4.28
Cl -0.57 -6.74 3.16
Cl -3.30 -6.22 3.93
Cl -1.23 -6.34 5.94
Cl -1.31 -4.12 4.10
C 5.91 2.96 -2.38
Cl 4.22 2.81 -1.90
Cl 6.48 1.40 -2.98
Cl 6.04 4.17 -3.66
Cl 6.89 3.45 -1.00
C 8.56 1.25 2.38
Cl 7.29 2.10 3.26
Cl 9.77 2.42 1.85
Cl 9.30 0.05 3.43
Cl 7.87 0.46 0.96
C 7.74 4.09 -8.28
Cl 6.07 3.99 -7.71
Cl 8.34 2.47 -8.62
Cl 7.81 5.07 -9.74
Cl 8.74 4.83 -7.02
C 7.72 5.31 6.17
Cl 8.73 4.43 5.03
Cl 6.11 5.54 5.47
Cl 7.58 4.39 7.67
Cl 8.44 6.89 6.51
C -7.82 2.80 -5.80
Cl -9.48 2.38 -6.21
Cl -7.68 3.06 -4.05
Cl -6.75 1.47 -6.27
Cl -7.34 4.26 -6.66
C -6.95 -8.06 4.13
Cl -8.63 -7.71 4.53
Cl -6.07 -8.50 5.59
Cl -6.88 -9.39 2.97
Cl -6.20 -6.62 3.41
C 11.16 -3.23 5.82
Cl 10.38 -4.57 6.67
Cl 11.88 -3.82 4.32
Cl 9.95 -2.00 5.44
Cl 12.41 -2.53 6.85
C 12.13 1.88 -1.78
Cl 10.46 2.31 -1.38
Cl 12.99 1.46 -0.29
Cl 12.13 0.49 -2.87
Cl 12.92 3.25 -2.56

***

# 6
60
Properties=species:S:1:pos:R:3 method="wB97M-V/def2-TZVPD" homo_energy_ha=-0.2397 smiles="Cc1cc(C)c(N2C=CN(c3c(C)cc(C)cc3C)P2)c(C)c1.O=C1C(=O)C(Cl)=C(Cl)C(Cl)=C1Cl" fmax_ev_per_a=2.7
C -0.16 -2.59 6.57
C -0.30 -1.99 5.22
C -0.55 -0.64 5.08
C -0.67 -0.05 3.84
C -0.99 1.40 3.75
C -0.52 -0.83 2.67
N -0.69 -0.26 1.38
C -1.91 -0.15 0.69
C -1.91 0.74 -0.33
N -0.67 1.38 -0.52
C -0.48 2.58 -1.28
C -0.24 2.50 -2.67
C -0.13 1.17 -3.32
C -0.11 3.66 -3.41
C -0.22 4.91 -2.81
C -0.05 6.15 -3.62
C -0.48 4.98 -1.45
C -0.61 3.85 -0.68
C -0.94 3.95 0.77
P 0.45 0.90 0.73
C -0.28 -2.22 2.81
C -0.16 -3.06 1.60
C -0.18 -2.77 4.07
H 0.04 -3.66 6.52
H 0.67 -2.12 7.11
H -1.07 -2.44 7.15
H -0.67 -0.03 5.96
H -1.16 1.71 2.72
H -1.89 1.62 4.31
H -0.17 2.00 4.15
H -2.79 -0.68 1.03
H -2.78 1.01 -0.91
H 0.09 1.26 -4.39
H 0.66 0.57 -2.87
H -1.07 0.62 -3.22
H 0.07 3.60 -4.46
H -0.17 7.04 -3.01
H 0.94 6.18 -4.07
H -0.79 6.19 -4.43
H -0.59 5.95 -0.98
H -1.06 4.99 1.07
H -1.87 3.43 0.99
H -0.14 3.52 1.38
H 0.85 -0.12 -0.15
H 0.03 -4.10 1.86
H -1.09 -3.04 1.01
H 0.65 -2.72 0.95
H 0.00 -3.83 4.17
O 3.02 -2.10 -1.97
C 2.62 -3.06 -2.60
C 2.65 -4.42 -2.02
O 3.09 -4.62 -0.91
C 2.14 -5.50 -2.82
Cl 2.18 -7.09 -2.17
C 1.64 -5.28 -4.08
Cl 1.02 -6.61 -4.99
C 1.61 -3.98 -4.63
Cl 0.96 -3.73 -6.21
C 2.09 -2.91 -3.93
Cl 2.08 -1.33 -4.63

***

# 7
58
Properties=species:S:1:pos:R:3 method="wB97M-V/def2-TZVPD" homo_energy_ha="-0.4251 / -0.4250" charge=+1 fmax_ev_per_a=1.2
V -0.67 0.70 0.04
C -1.64 -0.06 3.55
N -0.45 -0.28 2.72
C -0.07 -1.69 2.79
C 0.67 0.54 3.17
C 1.68 0.64 2.06
C 3.04 0.41 2.24
C 3.91 0.38 1.15
C 3.42 0.59 -0.14
C 2.07 0.87 -0.30
C 1.19 0.89 0.79
H -1.45 -0.31 4.60
H -2.45 -0.69 3.19
H -1.96 0.97 3.48
H 0.13 -2.00 3.82
H 0.83 -1.86 2.20
H -0.86 -2.32 2.39
H 1.14 0.12 4.07
H 0.30 1.53 3.45
H 3.42 0.22 3.24
H 4.96 0.18 1.30
H 4.08 0.55 -0.99
H 1.71 1.07 -1.31
F -1.32 -1.51 -4.84
C -1.09 -0.40 -4.13
C -1.08 -0.48 -2.75
C -0.85 0.67 -2.00
C -0.64 1.90 -2.67
C -0.65 1.90 -4.05
F -0.43 3.05 -4.71
C -0.88 0.78 -4.81
C -0.39 3.06 -1.81
C -0.30 4.39 -2.20
C -0.07 5.36 -1.25
C 0.06 5.00 0.08
C -0.04 3.67 0.41
N -0.28 2.73 -0.51
H -1.27 -1.44 -2.31
H -0.89 0.82 -5.89
H -0.40 4.65 -3.24
H 0.00 6.40 -1.54
H 0.25 5.73 0.86
H 0.06 3.33 1.43
C -0.73 -5.67 -0.22
C -0.74 -4.17 -0.16
C -1.91 -3.45 0.05
C -1.88 -2.08 0.09
N -0.74 -1.37 -0.08
C 0.40 -2.07 -0.30
C 0.43 -3.44 -0.34
H -1.66 -6.10 0.15
H 0.10 -6.08 0.35
H -0.61 -6.00 -1.26
H -2.86 -3.96 0.19
H -2.77 -1.50 0.25
H 1.30 -1.50 -0.44
H 1.38 -3.94 -0.51
S -2.51 1.24 0.69